Here is a cluster of 6 separate species, C40H94BN5 in total in a non-equilibrium geometry from OMol25. Energies are from ωB97M-V/def2-TZVPD.

Geometry (Å):
B -0.87300 0.40957 0.31915
H -0.16190 -0.38495 0.15386
H -0.41088 1.22705 0.85058
H -1.32489 0.82264 -0.56933
H -1.66944 0.03086 0.94085
C -6.37987 5.43683 -1.62954
C -6.00098 3.93058 -1.41193
C -5.17145 3.82790 -0.14916
N -4.57098 2.35340 0.08042
C -3.72242 1.87392 -1.12939
C -5.73243 1.37824 0.34532
C -5.26934 0.50432 1.50103
C -4.39988 1.30378 2.38056
C -3.78785 2.35974 1.43972
H -6.95570 5.72357 -0.74960
H -7.14586 5.59377 -2.38897
H -5.46525 5.93526 -1.95070
H -5.47852 3.66926 -2.33217
H -6.93909 3.37738 -1.36719
H -5.73467 4.08836 0.74697
H -4.26947 4.43977 -0.13676
H -3.48491 0.84471 -0.86028
H -2.74699 2.31936 -1.32486
H -4.30034 1.93525 -2.05154
H -6.00914 0.85441 -0.56963
H -6.57841 1.88039 0.81464
H -4.59863 -0.22955 1.05418
H -6.16811 0.18728 2.03001
H -3.56977 0.79778 2.87349
H -4.97126 1.74603 3.19666
H -2.79093 1.99433 1.19332
H -3.61684 3.34099 1.88246
C 1.25567 -4.15515 2.90904
C -0.04864 -4.31492 2.05943
C -0.33337 -3.24806 0.93082
N -1.51228 -3.57705 -0.03224
C -2.89946 -3.68540 0.67738
C -1.65128 -2.54829 -1.18297
C -2.44162 -3.25503 -2.33754
C -2.16740 -4.71732 -2.10413
C -1.30091 -4.83396 -0.84633
H 1.35398 -3.16482 3.35365
H 2.01441 -4.23648 2.13070
H 1.29220 -5.04605 3.53599
H -0.88378 -4.30216 2.75977
H 0.09018 -5.32115 1.66404
H 0.52549 -3.30695 0.26224
H -0.29307 -2.21999 1.29076
H -2.94563 -4.55152 1.33754
H -3.67610 -3.85687 -0.06796
H -3.21079 -2.77339 1.18670
H -2.06978 -1.64085 -0.74763
H -0.62454 -2.42907 -1.52893
H -3.52423 -3.12839 -2.33982
H -2.08901 -2.95924 -3.32561
H -3.14006 -5.18103 -1.93984
H -1.78500 -5.17033 -3.01881
H -1.62226 -5.65028 -0.19944
H -0.23255 -5.03263 -0.93141
C 0.72132 -0.49994 -2.97876
C 0.99216 -1.69616 -3.89808
C 2.45893 -2.19036 -3.91044
N 2.79706 -3.20245 -4.99936
C 2.41317 -2.80325 -6.49029
C 2.12561 -4.60271 -4.73256
C 3.05932 -5.71834 -5.14829
C 4.44474 -5.13400 -5.29850
C 4.30151 -3.68958 -4.70937
H 0.81567 -0.67913 -1.90773
H -0.27988 -0.08448 -3.09316
H 1.46309 0.25472 -3.24021
H 0.60586 -1.58350 -4.91109
H 0.35496 -2.50222 -3.53429
H 2.81220 -2.62445 -2.97509
H 3.10995 -1.38512 -4.25083
H 2.95932 -3.52895 -7.09295
H 2.76388 -1.79830 -6.72518
H 1.33750 -2.95193 -6.58474
H 1.14189 -4.75010 -5.17828
H 1.98459 -4.70137 -3.65623
H 2.67596 -6.02064 -6.12285
H 2.84628 -6.50198 -4.42122
H 4.68419 -4.97944 -6.35058
H 5.19646 -5.78938 -4.85863
H 4.93401 -2.95208 -5.20347
H 4.53024 -3.60615 -3.64691
C 3.07500 3.93691 0.48390
C 2.88543 2.42991 0.30311
C 4.11053 1.57743 0.63435
N 3.84994 0.02309 0.46181
C 2.66621 -0.64363 1.23511
C 5.09148 -0.57590 1.18642
C 6.21740 -0.66792 0.07113
C 5.41599 -1.08876 -1.12148
C 4.05763 -0.41696 -1.01431
H 2.21325 4.57653 0.29315
H 3.90410 4.32618 -0.10701
H 3.31846 4.13655 1.52744
H 2.66837 2.30304 -0.75749
H 1.94091 2.11916 0.74966
H 4.56652 1.78693 1.60196
H 4.85513 1.89294 -0.09648
H 1.76889 -0.07815 0.98382
H 2.86810 -0.62023 2.30599
H 2.67115 -1.66659 0.85877
H 4.90819 -1.55737 1.62370
H 5.44087 0.04676 2.01003
H 7.04819 -1.36687 0.16786
H 6.78772 0.21631 -0.21344
H 5.30876 -2.17111 -1.19299
H 5.90483 -0.67189 -2.00202
H 3.19867 -1.08667 -1.05642
H 3.98971 0.46661 -1.64896
C -0.70708 5.45191 1.04365
C -0.47857 4.31011 2.01795
C 0.10509 4.68471 3.42343
N 0.09124 3.50521 4.41959
C 0.99608 2.31034 3.94308
C 0.64611 3.95764 5.76975
C -0.07492 3.20956 6.80842
C -1.14232 2.31850 6.18647
C -1.31223 2.94190 4.82656
H -1.57881 6.06574 1.27039
H -0.82584 5.19962 -0.01008
H 0.09068 6.18650 1.15345
H 0.17723 3.58795 1.53163
H -1.46961 3.87236 2.13760
H -0.62294 5.39339 3.81821
H 1.01183 5.28121 3.32286
H 1.86365 2.77598 3.47551
H 0.49820 1.53365 3.36259
H 1.35021 1.79970 4.83859
H 1.73445 3.92562 5.82062
H 0.31638 4.98621 5.91611
H 0.52894 2.55090 7.43261
H -0.59542 3.79268 7.56812
H -0.72950 1.33195 5.97573
H -1.97164 2.03176 6.83308
H -1.79219 2.37016 4.03230
H -1.87124 3.85390 5.03601

Summary:
Charge = +4
Spin multiplicity = 1

Here is a cluster of 10 separate species, C40H95N5O5 in total in a non-equilibrium geometry from OMol25. Energies are from ωB97M-V/def2-TZVPD.

Geometry (Å):
C -5.42841 -4.13246 3.28928
C -4.93102 -3.16971 2.24522
N -5.53709 -3.20436 1.03056
O -3.95862 -2.45809 2.45248
H -6.23579 -4.77189 2.93819
H -5.73298 -3.56832 4.17027
H -4.59116 -4.75523 3.59909
H -5.15207 -2.65982 0.27496
H -6.44318 -3.62905 0.95342
C -6.46087 -2.76349 -2.68171
C -5.23175 -3.36899 -3.30019
N -5.35868 -3.85171 -4.57195
O -4.20560 -3.51042 -2.66757
H -7.22905 -2.71159 -3.46200
H -6.27870 -1.75369 -2.32157
H -6.87507 -3.38465 -1.89235
H -4.56944 -4.34506 -4.95496
H -6.01874 -3.44510 -5.20919
C -2.64719 4.55253 -0.39249
C -3.45528 4.58617 -1.65724
N -3.42372 3.44289 -2.41079
O -4.14542 5.53491 -1.97396
H -1.64699 4.13815 -0.48112
H -3.23446 3.91996 0.28532
H -2.65998 5.52170 0.09974
H -3.98111 3.44672 -3.24921
H -3.31553 2.54126 -1.97400
C -6.09146 0.61470 1.09357
C -4.64552 1.03592 0.97522
N -3.79633 0.39563 1.81768
O -4.28916 1.78339 0.07835
H -6.23668 -0.27455 0.47202
H -6.74789 1.38746 0.70862
H -6.33999 0.31380 2.11139
H -2.80215 0.49444 1.68907
H -4.11873 -0.51262 2.13339
C 1.17751 -3.69430 -1.15219
C 0.46395 -4.33246 -2.33482
N 0.68312 -3.69614 -3.52523
O -0.25107 -5.30318 -2.24541
H 0.60987 -2.87858 -0.71437
H 2.15875 -3.36326 -1.50325
H 1.36111 -4.47146 -0.41362
H 1.39257 -2.99951 -3.66440
H 0.17539 -4.02927 -4.32580
C 0.82376 3.19434 1.48421
C 0.63091 2.08598 0.43787
C -0.12702 0.86047 0.94637
C -0.40457 -0.16989 -0.13444
C -1.40351 0.21065 -1.26353
C -2.63015 -0.70822 -1.29651
H 0.13698 4.02261 1.32302
H 1.87234 3.49414 1.43295
H 0.72151 2.85860 2.51902
H 0.12486 2.39995 -0.47796
H 1.62377 1.75636 0.11967
H -1.07818 1.20901 1.36644
H 0.40670 0.32377 1.73509
H 0.49792 -0.61403 -0.56908
H -0.81359 -1.03766 0.41138
H -1.71490 1.22633 -1.00181
H -0.90009 0.13455 -2.22581
H -2.28569 -1.75124 -1.26700
H -3.29124 -0.54819 -0.45523
H -3.09776 -0.68809 -2.28243
C 4.18266 0.61089 -0.56725
C 4.09565 1.84032 -1.44618
C 5.21114 1.87099 -2.47050
C 6.60204 2.19022 -1.91091
C 6.78599 3.60047 -1.38342
C 8.16513 3.83458 -0.79645
H 3.55452 -0.15997 -1.02933
H 3.78151 0.67743 0.44600
H 5.20415 0.24139 -0.50421
H 3.09643 1.96385 -1.86780
H 4.18243 2.74476 -0.83149
H 5.02386 2.64720 -3.22784
H 5.25677 0.97219 -3.09477
H 6.99733 1.40683 -1.25536
H 7.28294 2.08296 -2.77169
H 6.51602 4.28175 -2.19527
H 6.03493 3.81969 -0.61484
H 8.53464 2.95197 -0.27137
H 8.89282 4.10326 -1.56544
H 8.18274 4.63636 -0.05543
C -1.79408 -1.88904 -5.40129
C -2.65332 -0.63392 -5.47071
C -3.84505 -0.77096 -6.43069
C -3.44452 -0.80363 -7.88482
C -4.60513 -0.68018 -8.86388
C -4.18212 -0.77581 -10.32134
H -2.32269 -2.74971 -4.98580
H -0.89386 -1.73657 -4.79871
H -1.37442 -2.14550 -6.37878
H -2.98443 -0.28808 -4.49221
H -2.02234 0.16135 -5.88771
H -4.48973 0.10310 -6.28267
H -4.38246 -1.68975 -6.18365
H -2.67870 -0.07439 -8.16716
H -2.98515 -1.78228 -8.09385
H -5.39769 -1.41123 -8.66560
H -5.11506 0.27980 -8.69901
H -5.04080 -0.71550 -10.99075
H -3.45944 -0.00729 -10.60236
H -3.69716 -1.73408 -10.53573
C 2.41623 3.76220 5.32797
C 3.00833 3.16432 6.60729
C 3.87387 4.11193 7.43366
C 5.21503 4.48575 6.80940
C 6.17298 5.19698 7.76457
C 5.53004 6.38404 8.49147
H 2.17354 2.91350 4.68678
H 3.16292 4.35773 4.79946
H 1.53685 4.37820 5.50137
H 2.19451 2.86028 7.27959
H 3.47461 2.20086 6.38171
H 4.11348 3.63521 8.39062
H 3.29141 5.01676 7.61541
H 5.72103 3.62666 6.35358
H 5.11067 5.16554 5.95123
H 6.57997 4.51161 8.51352
H 7.03133 5.57979 7.20936
H 4.66877 6.80299 7.96599
H 5.19353 6.15181 9.50494
H 6.21708 7.22378 8.62991
C 0.66187 -6.79886 3.54274
C 1.67324 -5.94644 2.78242
C 1.46486 -4.44803 2.96552
C 2.62515 -3.60881 2.47367
C 2.68959 -2.15075 2.95066
C 2.93571 -2.02012 4.45528
H 0.80449 -7.84897 3.28647
H -0.35948 -6.53999 3.25447
H 0.76253 -6.63981 4.61565
H 2.69423 -6.21565 3.06943
H 1.65304 -6.14511 1.70330
H 1.30953 -4.24915 4.03435
H 0.53682 -4.10335 2.49929
H 3.63648 -3.99932 2.64674
H 2.62440 -3.53978 1.37564
H 3.48699 -1.68041 2.37057
H 1.77441 -1.59854 2.70342
H 3.96496 -2.33186 4.65469
H 2.89548 -0.97619 4.77459
H 2.21652 -2.59241 5.03279

Summary:
Structure (SMILES) = CC(N)=O.CC(N)=O.CC(N)=O.CC(N)=O.CC(N)=O.CCCCCC.CCCCCC.CCCCCC.CCCCCC.CCCCCC
Spin multiplicity = 1

Number 1: E_HOMO -17.9 eV, energy -51090.5180 eV, frontier orbital gap 0.3582 hartree. Number 2: E_HOMO -9.1 eV, energy -60712.0558 eV, frontier orbital gap 0.3451 hartree.